No. 1
# C9H34O8

A molecular structure, C9H34O8 at a distorted geometry (ωB97M-V with the def2-TZVPD basis set, the Open Molecules 2025 dataset).

Structure (XYZ):
```
51
C9H34O8 (ωB97M-V with the def2-TZVPD basis set)
C -2.9902 1.8565 -0.6105
O -2.7150 1.7980 -1.9902
H -3.9926 2.2586 -0.4633
H -2.9832 0.8456 -0.2029
H -2.2151 2.3965 -0.0667
H -3.5028 1.4431 -2.4086
C -0.5184 0.1873 0.0471
O -0.0867 -0.1108 1.3573
H -0.7037 -0.7625 -0.4546
H -1.4320 0.7764 -0.0324
H 0.2688 0.7858 -0.4115
H 0.5012 -0.8452 1.1661
C 0.1872 -3.4039 0.7510
O -0.2435 -2.0200 0.6587
H -0.5779 -4.1132 0.4355
H 1.1884 -3.4085 0.3200
H 0.3199 -3.7223 1.7850
H 0.0841 -1.8786 -0.2325
C 0.4713 -2.0906 -2.2444
O 0.8465 -2.9933 -1.2301
H -0.4361 -2.4335 -2.7414
H 0.3415 -1.0379 -1.9932
H 1.2416 -2.2211 -3.0046
H 1.7372 -3.2940 -1.4247
C 1.7188 1.9033 1.6357
O 0.3604 1.6287 2.1569
H 1.9455 2.9037 2.0044
H 2.5712 1.3929 2.0838
H 1.6252 1.8932 0.5498
H -0.0352 0.8980 1.6760
C -1.0621 0.8438 -4.4830
C -0.0721 0.1400 -3.6192
O -0.2502 0.2541 -2.2671
H -1.7867 1.4105 -3.8983
H -1.4913 0.2398 -5.2824
H -0.4811 1.5843 -5.0329
H 0.9110 0.5700 -3.8107
H -0.0512 -0.9497 -3.5997
H 0.5923 0.3560 -1.8184
C 0.9507 0.2317 5.5417
C 0.3516 1.1482 4.4144
O 0.1838 0.3097 3.3412
H 1.5361 0.8802 6.1935
H 1.7273 -0.4198 5.1411
H 0.2751 -0.1926 6.2844
H 1.0095 1.9382 4.0522
H -0.6544 1.4728 4.6805
H -0.4334 0.6788 2.7053
O 1.5516 0.1698 -1.8756
H 2.1224 0.2443 -2.6404
H 2.0947 0.4578 -1.1419
```

Lowest unoccupied orbital energy, eV: -0.32
E, hartree: -964.3487
ΔE to the lowest compared entry with this formula, charge and spin, kcal/mol: 544.9

***

No. 2
# C4H5CuO2

A molecular structure, C4H5CuO2 at a distorted geometry (ωB97M-V with the def2-TZVPD basis set, the Open Molecules 2025 dataset).

Structure (XYZ):
```
12
C4H5CuO2 (ωB97M-V with the def2-TZVPD basis set)
H -1.1939 -0.4529 -0.9175
C -0.5298 0.4951 -0.7641
C -1.5733 1.2717 -0.5170
O -2.4104 1.8190 0.1127
Cu -4.2371 2.4509 0.0773
H 0.0841 0.7018 -1.6434
O 2.8539 -0.1077 0.6076
C 1.8150 -0.7494 0.6113
C 0.9721 -1.7121 0.8198
H 3.0031 0.4674 -0.1760
H 0.2656 -1.6157 1.6516
H 0.9509 -2.5681 0.1376
```

Lowest unoccupied orbital energy (alpha / beta), eV: -8.95 / -11.81
Multiplicity: 3
Total charge: +2
⟨S²⟩: 2.0017
E, hartree: -1945.4027
ΔE to the lowest compared entry with this formula, charge and spin, kcal/mol: 39.1

***

No. 3
# C9H22BaF3N6O17S

A molecular structure, C9H22BaF3N6O17S at a distorted geometry (ωB97M-V with the def2-TZVPD basis set, the Open Molecules 2025 dataset).

Structure (XYZ):
```
59
C9H22BaF3N6O17S (ωB97M-V with the def2-TZVPD basis set)
Ba -1.6402 0.0602 -0.4788
N -3.1484 0.8053 2.8835
O -2.2265 0.3457 2.2484
O -3.3936 1.9750 2.9234
O -3.8622 0.0190 3.4699
N -3.6525 -1.9855 -1.9786
O -4.6570 -2.3256 -2.5889
O -3.5828 -2.0452 -0.7468
O -2.7574 -1.4683 -2.5677
N -5.2797 1.3263 -0.0333
O -5.6545 0.4823 0.7228
O -6.0358 1.9829 -0.6990
O -4.0782 1.3661 -0.3202
N -1.8360 3.1797 -2.8659
O -1.3931 2.1705 -2.4018
O -2.0620 3.2342 -4.0852
O -2.1224 4.0545 -2.0869
C -1.0783 -4.5750 1.3860
F -1.8934 -4.8557 0.2954
F -1.2843 -5.4515 2.4121
F 0.1394 -4.6605 0.9238
S -1.2843 -2.7202 2.0529
O -0.6119 -2.7296 3.3513
O -0.6893 -1.8371 1.0178
O -2.7841 -2.6044 2.1542
C 1.8491 -2.0893 -1.1870
C 1.7593 -0.6608 -1.7680
C 2.9824 -0.2649 -2.6756
O 2.9846 1.1098 -3.0360
C 4.2727 1.3429 -3.7458
N 0.4437 -0.4936 -2.2665
H 2.2288 -2.8952 -1.8151
H 0.9417 -2.5447 -0.7906
H 2.4798 -2.0338 -0.2997
H 1.8911 0.0227 -0.9292
H 2.9928 -0.9043 -3.5582
H 3.9269 -0.6080 -2.2533
H 5.0976 1.1085 -3.0730
H 4.2084 2.4069 -3.9735
H 4.3617 0.7464 -4.6537
H 0.2542 0.2119 -2.9639
H 0.4038 -1.2674 -2.9144
C 0.9487 3.0040 2.9210
C 0.9122 2.0015 1.6790
C 1.1993 0.5481 2.0804
O 2.5477 0.7379 2.3531
C 3.2966 -0.4473 2.4796
N -0.3795 2.2044 0.9606
H 0.7787 4.0038 2.5214
H 1.9390 3.0764 3.3706
H 0.1401 2.7559 3.6085
H 1.7039 2.2042 0.9577
H 1.1900 -0.1530 1.2459
H 0.5012 0.0811 2.7751
H 3.3847 -1.0380 1.5678
H 2.7371 -1.0408 3.2028
H 4.3115 -0.2681 2.8345
H -0.3817 3.1599 0.6332
H -1.0394 2.2395 1.7243
```

Lowest unoccupied orbital energy, eV: 5.17
Total charge: -3
E, hartree: -2686.6091

***

No. 4
# C15H31BrF3N6O3P2

2 unconnected molecules or ions with the total composition C15H31BrF3N6O3P2 at a distorted geometry (ωB97M-V with the def2-TZVPD basis set, the Open Molecules 2025 dataset).

Structure (XYZ):
```
61
C15H31BrF3N6O3P2 (ωB97M-V with the def2-TZVPD basis set)
C 0.1326 -4.9365 0.7894
N 0.7167 -3.7094 1.4737
C -0.0764 -2.5307 0.9362
C 0.5330 -3.8490 2.9719
O -0.6086 -4.2458 3.5822
C 1.8023 -3.4601 3.9890
N 1.6278 -1.9727 4.2910
C 0.7233 -1.4791 5.4398
N 0.7742 0.0629 5.4116
Br -0.1132 1.2896 6.5231
C 1.6785 0.4952 4.2785
P 2.1896 2.2085 3.6073
C 0.5910 2.9241 2.7737
O 2.6949 3.1909 4.9549
C 2.2551 -0.8360 3.5144
C 3.2636 -0.7942 2.2226
F 2.6255 0.0212 1.1315
F 4.5673 -0.1971 2.6911
F 3.5934 -2.1147 1.6385
H 0.0300 -4.7290 -0.3756
H 0.7664 -5.9065 0.9651
H -0.9744 -5.1705 1.1569
H 0.2561 -2.1786 -0.1356
H -0.0564 -1.6174 1.7018
H -1.2072 -2.8888 0.8632
H 1.7567 -4.1189 4.9835
H 2.8388 -3.7097 3.4945
H 0.0792 -2.1045 6.1957
H 0.0406 3.7115 3.4455
H -0.1416 1.9993 2.6065
H 0.8348 3.3375 1.6806
H 2.6483 4.1766 4.7190
O -1.4261 -0.8534 -2.2690
P -1.8221 0.3859 -3.1086
N -0.2443 0.4718 -3.7622
C 0.6403 1.6126 -3.9368
C 0.0574 -0.5545 -4.7624
N -1.9452 1.3578 -1.6622
C -0.8350 2.1656 -1.1447
C -2.4691 0.6261 -0.4837
N -2.2773 1.8105 -4.0738
C -2.4108 1.6148 -5.5133
C -2.3284 3.2124 -3.7094
H 0.3211 2.2881 -4.7315
H 1.6611 1.2886 -4.1864
H 0.7800 2.1869 -3.0203
H -0.4712 -0.3616 -5.6999
H -0.2390 -1.5458 -4.4073
H 1.1284 -0.6225 -4.9896
H 0.0437 1.5615 -0.9280
H -1.1372 2.6865 -0.2237
H -0.5788 2.9839 -1.8269
H -1.6967 0.0133 -0.0110
H -3.3044 -0.0269 -0.7586
H -2.8449 1.3211 0.2758
H -1.4641 1.7922 -6.0320
H -3.1597 2.2808 -5.9557
H -2.7383 0.5939 -5.7331
H -1.3366 3.6706 -3.7160
H -2.8050 3.3795 -2.7395
H -2.9396 3.7927 -4.4117
```

Lowest unoccupied orbital energy, eV: -4.63
Total charge: +1
E, hartree: -4699.9801